# 1
Density functional theory data (ωB97M-V/def2-TZVPD) for a structure of composition C43H59Cl3N4O5SeSiV.

The geometry in XYZ format:
```
117
Properties=species:S:1:pos:R:3:forces:R:3:lowdin_spin:R:1
V -0.604836 -0.891819 -1.114360 0.0 -0.3 0.2 1.888
C -3.508210 -4.003742 4.727990 0.0 0.0 0.0 0.000
C -4.515463 -3.453222 3.719101 0.0 0.0 0.0 0.000
C -5.178453 -4.638977 3.004325 0.0 0.0 0.0 0.000
C -5.584588 -2.666005 4.487685 0.0 0.0 0.0 0.000
C -3.847799 -2.550601 2.682831 0.0 0.0 0.0 -0.001
C -2.477891 -2.342982 2.626784 0.0 0.0 0.0 0.001
C -1.929344 -1.552291 1.631420 0.0 -0.1 0.1 0.001
Se -0.031050 -1.284895 1.530292 0.0 -0.2 -0.2 0.009
C 0.554685 -2.992016 0.822268 0.0 -0.1 0.1 0.002
C 0.543077 -4.117615 1.628382 0.0 0.0 0.0 0.001
C 0.946703 -5.347773 1.129451 0.0 0.0 0.0 -0.001
C 1.394148 -5.377062 -0.188485 0.0 0.1 -0.1 0.001
C 1.454682 -4.267632 -1.027862 0.0 -0.3 0.0 -0.002
C 1.003429 -3.042547 -0.509350 -0.1 0.6 -0.3 0.005
O 0.963678 -1.930411 -1.263565 0.2 -0.2 0.5 0.013
C 1.912825 -4.493183 -2.479577 0.0 0.1 0.1 0.000
C 3.269110 -5.218636 -2.487793 0.0 0.0 0.0 0.000
C 2.089274 -3.213382 -3.304517 0.0 0.0 -0.1 0.000
C 0.856683 -5.357026 -3.186062 0.0 0.0 0.0 0.000
C 0.881019 -6.638942 1.944713 0.0 0.0 0.0 0.000
C 2.272131 -7.281101 2.021513 0.0 0.0 0.0 0.000
C 0.387463 -6.390145 3.369606 0.0 0.0 0.0 0.000
C -0.089039 -7.616732 1.266973 0.0 0.0 0.0 0.000
C -2.716990 -0.894555 0.672849 0.2 0.4 -0.3 0.006
O -2.122074 -0.105852 -0.243304 0.1 -0.1 0.4 0.020
C -4.109200 -1.098875 0.702718 -0.2 -0.1 0.1 -0.002
C -4.614117 -1.919406 1.707802 0.0 0.0 -0.1 0.001
C -5.117534 -0.561577 -0.327923 0.1 0.0 0.0 0.000
C -4.513391 0.349996 -1.396040 0.0 0.0 -0.1 0.000
C -6.215335 0.238939 0.390680 0.0 0.0 0.0 0.000
C -5.745299 -1.759944 -1.058841 0.0 0.0 0.0 0.000
H -4.026242 -4.623335 5.464055 0.0 0.0 0.0 0.000
H -2.752131 -4.625014 4.243259 0.0 0.0 0.0 0.000
H -2.996245 -3.201480 5.263678 0.0 0.0 0.0 0.000
H -5.655652 -5.305188 3.729406 0.0 0.0 0.0 0.000
H -5.940612 -4.301027 2.300257 0.0 0.0 0.0 0.000
H -4.438816 -5.211181 2.440810 0.0 0.0 0.0 0.000
H -6.059318 -3.299055 5.243051 0.0 0.0 0.0 0.000
H -5.141898 -1.803608 4.990350 0.0 0.0 0.0 0.000
H -6.365524 -2.298049 3.820626 0.0 0.0 0.0 0.000
H -1.813221 -2.794339 3.351381 0.0 0.0 0.0 0.000
H 0.199064 -4.017097 2.649014 0.0 0.0 0.0 0.000
H 1.693341 -6.333439 -0.600015 0.0 0.0 0.0 0.000
H 4.024159 -4.626073 -1.966096 0.0 0.0 0.0 0.000
H 3.228592 -6.200234 -2.015673 0.0 0.0 0.0 0.000
H 3.600070 -5.363263 -3.519801 0.0 0.0 0.0 0.000
H 2.772223 -2.510249 -2.826346 0.0 0.0 0.0 0.000
H 2.504494 -3.498273 -4.276362 0.0 0.0 0.0 0.000
H 1.145548 -2.698544 -3.469539 0.0 0.0 0.0 0.000
H 0.755844 -6.335656 -2.711249 0.0 0.0 0.0 0.000
H -0.114604 -4.860305 -3.154988 0.0 0.0 0.0 0.000
H 1.137769 -5.512176 -4.232264 0.0 0.0 0.0 0.000
H 2.984091 -6.603240 2.497104 0.0 0.0 0.0 0.000
H 2.237849 -8.207245 2.602761 0.0 0.0 0.0 0.000
H 2.654350 -7.522614 1.028604 0.0 0.0 0.0 0.000
H 1.040716 -5.700340 3.908338 0.0 0.0 0.0 0.000
H -0.623354 -5.976612 3.376777 0.0 0.0 0.0 0.000
H 0.366120 -7.333425 3.920813 0.0 0.0 0.0 0.000
H 0.239519 -7.866875 0.256880 0.0 0.0 0.0 0.000
H -0.159346 -8.545066 1.841733 0.0 0.0 0.0 0.000
H -1.086298 -7.179247 1.190305 0.0 0.0 0.0 0.000
H -5.683720 -2.093414 1.714056 0.0 0.0 0.0 0.000
H -4.004601 1.212631 -0.968742 0.0 0.0 0.0 0.000
H -3.795046 -0.183717 -2.014690 0.0 0.0 0.0 0.000
H -5.323056 0.707964 -2.039733 0.0 0.0 0.0 0.000
H -5.785779 1.091440 0.921855 0.0 0.0 0.0 0.000
H -6.930451 0.620375 -0.343411 0.0 0.0 0.0 0.000
H -6.769793 -0.360553 1.113769 0.0 0.0 0.0 0.000
H -4.967738 -2.350070 -1.546718 0.0 0.0 0.0 0.000
H -6.293896 -2.413643 -0.377327 0.0 0.0 0.0 0.000
H -6.443765 -1.403311 -1.821809 0.0 0.0 0.0 0.000
Cl -1.908942 -2.658216 -1.933113 0.0 0.1 0.0 0.029
Si -0.814770 0.517498 -3.126498 0.1 0.5 -0.5 0.027
Cl -2.348308 1.905211 -3.557837 0.2 -0.2 0.0 -0.003
Cl -0.306724 -0.224567 -5.044825 -0.1 0.1 0.2 -0.002
C 2.546561 3.100990 -3.710405 0.0 -0.1 0.0 0.000
N 2.569717 2.282549 -2.502303 0.0 0.1 0.1 0.000
C 3.685845 2.201780 -1.710113 0.0 0.0 0.0 0.000
C 3.689147 1.438149 -0.616965 -0.1 -0.1 0.0 0.000
C 2.484325 0.688472 -0.244927 0.1 0.0 0.2 0.001
O 2.480525 -0.004376 0.757510 0.0 0.0 0.0 0.001
N 1.361119 0.832598 -1.062363 -0.1 0.0 -0.4 0.005
C 1.455622 1.575040 -2.138825 0.1 0.0 0.1 0.002
O 0.481856 1.731898 -2.987299 -0.4 -0.2 0.0 -0.004
H 3.521623 3.572933 -3.806647 0.0 0.0 0.0 0.000
H 1.774226 3.864019 -3.641559 0.0 0.0 0.0 0.000
H 2.346384 2.484253 -4.583768 0.0 0.0 0.0 0.000
H 4.539095 2.775749 -2.044645 0.0 0.0 0.0 0.000
H 4.562039 1.342947 0.009364 0.0 0.0 0.0 0.000
C 3.667094 0.705986 4.039310 0.0 -0.1 0.0 0.000
C 3.647758 1.952488 3.169223 0.0 0.1 0.1 0.000
N 3.256410 3.163986 3.885022 -0.1 -0.1 0.1 0.000
C 4.160835 3.661069 4.915122 0.0 0.0 -0.1 0.000
C 3.663628 3.381512 6.325888 0.0 0.0 0.0 0.000
C 2.176068 3.934959 3.590807 0.0 0.1 -0.2 0.000
O 1.998944 5.025353 4.121139 0.0 0.0 0.0 0.000
C 1.183129 3.416050 2.589365 0.1 -0.1 0.2 0.000
C 0.871519 4.144485 1.450659 0.0 0.1 0.0 0.000
C -0.102169 3.657541 0.596181 0.0 0.0 0.0 0.000
C -0.741278 2.465793 0.918735 0.0 0.0 0.0 0.000
N -0.459522 1.768097 2.017058 -0.1 0.1 0.0 0.000
C 0.482665 2.239833 2.824934 0.0 -0.1 -0.1 0.000
H 3.840611 -0.166947 3.409644 0.0 0.0 0.0 0.000
H 2.703525 0.567332 4.532805 0.0 0.0 0.0 0.000
H 4.443049 0.746851 4.806547 0.0 0.0 0.0 0.000
H 2.965241 1.792103 2.343733 0.0 0.0 -0.1 0.000
H 4.640703 2.124644 2.738239 0.0 0.0 0.0 0.000
H 4.272473 4.736897 4.777473 0.0 0.0 0.0 0.000
H 5.132240 3.193167 4.742311 0.0 0.0 0.0 0.000
H 2.703466 3.872161 6.482797 0.0 0.0 0.0 0.000
H 4.369199 3.769651 7.063254 0.0 0.0 0.0 0.000
H 3.539994 2.312263 6.499235 0.0 0.0 0.0 0.000
H 1.381097 5.079152 1.249147 0.0 0.0 0.0 0.000
H -0.371478 4.185863 -0.309454 0.0 0.0 0.0 0.000
H -1.494848 2.032828 0.269395 0.0 0.0 0.0 0.000
H 0.706166 1.639709 3.702684 0.0 0.0 0.0 0.000
```
Positions in Å, forces in eV/Å.

HOMO-LUMO gap (alpha / beta) (eV): 7.15 / 7.35
Total energy (eV): -198237.265
Spin multiplicity: 3
Total charge: -1
Energy relative to the best compared isomer or geometry (same formula, charge and spin) (kcal per mole): 28.77

---

# 2
Density functional theory data (ωB97M-V/def2-TZVPD) for an isolated molecule of C17H15ClO3.

The geometry in XYZ format:
```
36
Properties=species:S:1:pos:R:3:forces:R:3:nbo_charge:R:1
C 0.003204 4.364663 0.205761 0.0 0.0 0.0 -0.627
C 0.347816 2.931973 -0.063516 0.0 0.0 0.0 -0.008
C 0.463864 2.472227 -1.370636 0.0 0.0 0.0 -0.206
C 0.783925 1.155302 -1.635833 0.0 0.0 0.0 -0.196
C 0.995214 0.260301 -0.594488 0.1 0.0 0.2 -0.063
C 0.892142 0.715529 0.711696 0.1 0.0 -0.1 -0.132
C 0.569507 2.035313 0.972088 0.0 0.1 0.0 -0.233
H 0.487279 2.368728 1.996503 0.0 0.1 0.1 0.211
H 1.056735 0.033616 1.533627 0.0 -0.1 0.1 0.207
C 1.297234 -1.200099 -0.870602 0.0 0.1 -0.1 -0.335
H 1.404159 -1.713756 0.088700 0.1 0.1 -0.2 0.244
C 2.647285 -1.270171 -1.555754 0.4 -0.3 0.5 0.807
O 3.682646 -1.471098 -0.980450 0.1 0.0 0.1 -0.585
O 2.590243 -1.047017 -2.872755 -0.3 0.1 -0.7 -0.694
H 3.483091 -1.052877 -3.252262 0.0 0.0 0.3 0.504
C 0.173428 -1.837390 -1.704014 -0.1 0.1 -0.1 -0.507
C -1.182962 -1.383997 -1.195621 0.2 -0.2 -0.3 0.576
O -1.999128 -0.873520 -1.925304 0.0 0.0 0.0 -0.523
C -1.432155 -1.548471 0.259525 -0.4 0.0 0.4 -0.097
C -2.203801 -0.579859 0.899779 0.1 -0.2 -0.1 -0.155
C -2.443743 -0.649589 2.257042 0.0 0.0 0.1 -0.238
C -1.925215 -1.712557 2.982356 0.1 0.0 -0.3 -0.027
C -1.178959 -2.701988 2.358564 0.0 0.0 0.2 -0.230
C -0.929379 -2.614115 1.002319 -0.1 0.2 -0.2 -0.205
H -0.363744 -3.398461 0.523003 0.1 -0.1 -0.1 0.219
H -0.796722 -3.530719 2.933843 0.0 -0.1 0.1 0.230
Cl -2.217896 -1.812020 4.679758 0.0 0.0 0.2 0.018
H -3.028923 0.108494 2.752951 0.0 0.1 0.1 0.231
H -2.597237 0.236695 0.313930 0.0 0.1 -0.1 0.238
H 0.256471 -1.535226 -2.748102 -0.1 -0.1 0.1 0.252
H 0.242254 -2.925942 -1.654916 0.0 -0.1 0.0 0.231
H 0.868020 0.821796 -2.658653 0.0 0.0 -0.1 0.224
H 0.297561 3.156028 -2.190424 0.0 0.1 -0.1 0.211
H -0.184467 4.528871 1.263636 0.0 0.1 0.1 0.215
H 0.823200 5.012497 -0.103556 0.0 0.1 0.0 0.222
H -0.880947 4.656838 -0.358196 -0.1 0.1 0.0 0.220
```
Positions in Å, forces in eV/Å.

HOMO-LUMO gap (eV): 9.19
Total energy (eV): -36538.358
Energy relative to the best compared isomer or geometry (same formula, charge and spin) (kcal per mole): 0.00

---

# 3
Density functional theory data (ωB97M-V/def2-TZVPD) for an isolated molecule of C14H19ClN2O2.

The geometry in XYZ format:
```
38
Properties=species:S:1:pos:R:3:forces:R:3:nbo_charge:R:1
C -2.406560 -1.026933 2.060834 0.1 0.0 0.1 -0.653
C -1.157829 -0.724440 2.839054 -0.1 0.0 0.0 -0.105
C -1.096285 -0.897026 4.216809 0.3 0.1 -0.1 -0.007
C 0.049196 -0.620949 4.946394 0.0 0.0 0.1 -0.252
C 1.171489 -0.157545 4.287376 -0.2 -0.1 0.0 -0.181
C 1.151859 0.027334 2.918517 0.2 0.1 -0.1 -0.270
C -0.001176 -0.252880 2.193145 0.2 0.0 0.5 0.241
N -0.054268 -0.078230 0.806155 -0.5 -0.2 0.1 -0.631
C 0.919029 0.349728 -0.053120 -0.4 -0.1 -0.4 0.702
O 2.038547 0.668447 0.270581 0.3 0.1 0.1 -0.599
C 0.427279 0.370125 -1.493853 0.5 0.2 -0.3 -0.536
C 1.484147 0.999042 -2.419324 0.0 -0.1 0.3 -0.197
N 1.194864 0.980134 -3.832929 -0.1 0.0 -0.1 -0.442
C 1.157464 -0.335103 -4.441223 0.0 0.1 -0.3 -0.252
C 1.146067 -0.158757 -5.961306 0.2 -0.3 0.2 -0.071
O 0.036431 0.602924 -6.377588 -0.1 -0.1 -0.1 -0.523
C 0.046564 1.869794 -5.762041 -0.1 0.3 0.3 -0.071
C 0.031068 1.744368 -4.236853 0.1 0.0 -0.4 -0.252
H 0.081139 2.736904 -3.785225 0.0 0.0 0.0 0.205
H -0.914440 1.258700 -3.935877 0.0 0.1 0.0 0.163
H -0.843135 2.391097 -6.119596 0.1 0.0 0.0 0.192
H 0.946307 2.424998 -6.065773 -0.1 0.0 0.0 0.167
H 1.061713 -1.123176 -6.465127 0.1 0.0 0.0 0.192
H 2.077097 0.338733 -6.270479 0.0 -0.1 0.0 0.167
H 2.046495 -0.892667 -4.141237 0.0 -0.1 0.0 0.207
H 0.258360 -0.907584 -4.150380 0.1 0.0 0.0 0.162
H 2.431912 0.477682 -2.264804 0.0 0.1 0.1 0.214
H 1.631254 2.041194 -2.123835 0.1 -0.1 0.0 0.204
H -0.507694 0.932615 -1.547208 -0.1 -0.1 0.0 0.219
H 0.229889 -0.660219 -1.801487 -0.1 0.0 0.0 0.224
H -0.942408 -0.316130 0.389559 0.2 0.1 -0.1 0.403
H 2.024292 0.387780 2.401279 0.0 0.0 0.0 0.259
H 2.069093 0.061314 4.844006 0.1 0.0 0.1 0.219
H 0.053340 -0.769427 6.014360 0.0 0.0 0.1 0.226
Cl -2.477002 -1.476077 5.094964 -0.1 -0.1 0.2 -0.005
H -2.225638 -1.808738 1.321894 0.0 0.0 -0.1 0.217
H -2.774281 -0.134683 1.552308 -0.1 0.0 -0.1 0.217
H -3.188180 -1.375078 2.728890 0.0 0.0 -0.1 0.249
```
Positions in Å, forces in eV/Å.

HOMO-LUMO gap (eV): 9.18
Total energy (eV): -34424.297
Energy relative to the best compared isomer or geometry (same formula, charge and spin) (kcal per mole): 23.91

---

What did the second record say?
Density functional theory data (ωB97M-V/def2-TZVPD) for an isolated molecule of C17H15ClO3.

The geometry in XYZ format:
```
36
Properties=species:S:1:pos:R:3:forces:R:3:nbo_charge:R:1
C 0.003204 4.364663 0.205761 0.0 0.0 0.0 -0.627
C 0.347816 2.931973 -0.063516 0.0 0.0 0.0 -0.008
C 0.463864 2.472227 -1.370636 0.0 0.0 0.0 -0.206
C 0.783925 1.155302 -1.635833 0.0 0.0 0.0 -0.196
C 0.995214 0.260301 -0.594488 0.1 0.0 0.2 -0.063
C 0.892142 0.715529 0.711696 0.1 0.0 -0.1 -0.132
C 0.569507 2.035313 0.972088 0.0 0.1 0.0 -0.233
H 0.487279 2.368728 1.996503 0.0 0.1 0.1 0.211
H 1.056735 0.033616 1.533627 0.0 -0.1 0.1 0.207
C 1.297234 -1.200099 -0.870602 0.0 0.1 -0.1 -0.335
H 1.404159 -1.713756 0.088700 0.1 0.1 -0.2 0.244
C 2.647285 -1.270171 -1.555754 0.4 -0.3 0.5 0.807
O 3.682646 -1.471098 -0.980450 0.1 0.0 0.1 -0.585
O 2.590243 -1.047017 -2.872755 -0.3 0.1 -0.7 -0.694
H 3.483091 -1.052877 -3.252262 0.0 0.0 0.3 0.504
C 0.173428 -1.837390 -1.704014 -0.1 0.1 -0.1 -0.507
C -1.182962 -1.383997 -1.195621 0.2 -0.2 -0.3 0.576
O -1.999128 -0.873520 -1.925304 0.0 0.0 0.0 -0.523
C -1.432155 -1.548471 0.259525 -0.4 0.0 0.4 -0.097
C -2.203801 -0.579859 0.899779 0.1 -0.2 -0.1 -0.155
C -2.443743 -0.649589 2.257042 0.0 0.0 0.1 -0.238
C -1.925215 -1.712557 2.982356 0.1 0.0 -0.3 -0.027
C -1.178959 -2.701988 2.358564 0.0 0.0 0.2 -0.230
C -0.929379 -2.614115 1.002319 -0.1 0.2 -0.2 -0.205
H -0.363744 -3.398461 0.523003 0.1 -0.1 -0.1 0.219
H -0.796722 -3.530719 2.933843 0.0 -0.1 0.1 0.230
Cl -2.217896 -1.812020 4.679758 0.0 0.0 0.2 0.018
H -3.028923 0.108494 2.752951 0.0 0.1 0.1 0.231
H -2.597237 0.236695 0.313930 0.0 0.1 -0.1 0.238
H 0.256471 -1.535226 -2.748102 -0.1 -0.1 0.1 0.252
H 0.242254 -2.925942 -1.654916 0.0 -0.1 0.0 0.231
H 0.868020 0.821796 -2.658653 0.0 0.0 -0.1 0.224
H 0.297561 3.156028 -2.190424 0.0 0.1 -0.1 0.211
H -0.184467 4.528871 1.263636 0.0 0.1 0.1 0.215
H 0.823200 5.012497 -0.103556 0.0 0.1 0.0 0.222
H -0.880947 4.656838 -0.358196 -0.1 0.1 0.0 0.220
```
Positions in Å, forces in eV/Å.

HOMO-LUMO gap (eV): 9.19
Total energy (eV): -36538.358
Energy relative to the best compared isomer or geometry (same formula, charge and spin) (kcal per mole): 0.00